(1)
Here is a structure of composition C20H32N6O7Sn from the Open Molecules 2025 dataset. Energies are from ωB97M-V/def2-TZVPD.

## Properties
electronic energy = -1850.370627 hartree

Geometry (Å):
O  -1.148  -6.162  -1.802
H  -1.566  -6.587  -2.558
Sn  0.065  -1.192  -0.915
N  1.707  -0.637  -0.022
N  0.147  -2.598  0.437
N  -0.193  0.494  -1.901
N  -1.699  -1.596  -1.677
O  2.593  0.383  -0.391
O  0.666  1.605  -2.017
O  -2.525  -2.718  -1.461
O  -0.912  -3.416  0.852
C  1.218  -2.455  1.368
C  2.055  -1.420  1.119
C  -1.319  0.583  -2.510
C  -2.233  -0.626  -2.322
C  3.288  -1.014  1.920
H  3.184  0.017  2.258
H  4.178  -1.077  1.293
H  3.456  -1.631  2.799
C  1.312  -3.459  2.514
H  1.313  -4.474  2.114
H  0.446  -3.356  3.168
H  2.205  -3.345  3.123
C  -1.809  1.774  -3.340
C  -3.648  -0.595  -2.911
H  -0.983  2.366  -3.735
H  -2.426  2.437  -2.733
H  -2.393  1.457  -4.204
H  -4.322  -1.275  -2.392
H  -3.632  -0.885  -3.961
H  -4.101  0.393  -2.832
H  1.431  1.350  -1.480
H  -1.889  -3.390  -1.148
C  -0.241  -5.236  -2.267
H  0.517  -4.953  -1.550
H  -0.691  -4.448  -2.854
H  0.353  -5.764  -3.014
O  1.654  -1.528  -2.607
H  0.885  -0.883  -2.686
H  2.004  -1.397  -1.677
C  1.114  3.303  3.036
N  0.540  2.025  2.577
N  -0.075  1.775  1.418
C  -0.487  0.451  1.441
O  -0.998  -0.196  0.512
C  -0.148  -0.092  2.667
C  0.517  0.912  3.338
C  1.125  0.804  4.702
C  -0.280  2.787  0.403
C  0.787  3.605  -0.031
C  0.572  4.632  -0.955
C  -0.713  4.877  -1.435
C  -1.780  4.085  -1.002
C  -1.564  3.029  -0.106
H  0.637  3.603  3.990
H  0.941  4.144  2.346
H  2.207  3.188  3.194
H  -0.325  -1.096  3.017
H  2.215  1.010  4.633
H  0.658  1.545  5.382
H  0.981  -0.215  5.117
H  1.791  3.439  0.338
H  1.400  5.245  -1.288
H  -0.883  5.680  -2.141
H  -2.776  4.288  -1.372
H  -2.403  2.429  0.223


(2)
Here is a structure of composition C20H33BrCoN2O5SSb2 from the Open Molecules 2025 dataset. Energies are from ωB97M-V/def2-TZVPD.

## Properties
energy relative to the best compared isomer or geometry (same formula, charge and spin) = 0.548 eV
2S+1 = 2
electronic energy = -6102.860088 hartree

Geometry (Å):
Co  -0.344  0.923  -2.190
C  -2.998  -0.161  3.500
Sb  -1.759  -0.483  1.766
C  0.031  0.090  2.795
C  -1.573  -2.635  2.126
C  -0.213  -3.044  2.583
C  0.072  -2.975  3.948
C  1.332  -3.244  4.447
C  2.350  -3.599  3.575
C  2.081  -3.706  2.223
C  0.813  -3.446  1.698
C  0.610  -3.632  0.230
Sb  0.914  -1.891  -1.040
C  1.079  -3.098  -2.797
C  3.026  -1.796  -0.671
H  -4.015  -0.505  3.313
H  -3.031  0.903  3.734
H  -2.589  -0.696  4.357
H  0.045  -0.318  3.802
H  0.072  1.178  2.839
H  0.903  -0.270  2.249
H  -1.893  -3.149  1.226
H  -2.308  -2.843  2.906
H  -0.724  -2.694  4.629
H  1.518  -3.178  5.511
H  3.343  -3.815  3.947
H  2.868  -4.019  1.545
H  -0.374  -4.025  -0.014
H  1.343  -4.348  -0.148
H  1.684  -3.979  -2.584
H  1.537  -2.510  -3.590
H  0.088  -3.406  -3.128
H  3.482  -2.756  -0.913
H  3.209  -1.573  0.381
H  3.483  -1.021  -1.285
O  -4.245  5.623  -2.261
C  -3.325  4.640  -2.192
C  -3.143  3.842  -1.065
C  -2.176  2.863  -1.107
N  -1.393  2.645  -2.176
C  -1.591  3.412  -3.241
Br  -0.506  3.087  -4.742
C  -2.531  4.424  -3.309
H  -4.745  5.668  -1.440
H  -3.749  3.969  -0.177
H  -2.002  2.204  -0.269
H  -2.652  5.022  -4.198
C  1.425  3.813  -0.502
S  1.185  2.422  0.608
C  2.822  1.707  0.479
O  0.252  1.453  -0.066
H  2.201  4.448  -0.073
H  0.489  4.367  -0.542
H  1.710  3.459  -1.489
H  3.547  2.397  0.911
H  3.035  1.501  -0.567
H  2.803  0.787  1.059
C  -1.965  -0.041  -2.636
H  -2.029  -0.993  -2.099
H  -1.898  -0.256  -3.709
H  -2.893  0.507  -2.448
O  2.930  0.480  -3.990
N  1.858  0.689  -3.458
O  1.694  1.603  -2.588
O  0.828  -0.017  -3.685


(3)
Here is a cluster of 8 separate species, C20H33Cl8N3O3 in total from the Open Molecules 2025 dataset. Energies are from ωB97M-V/def2-TZVPD.

## Properties
2S+1 = 2
electronic energy = -4852.935240 hartree
net charge = +1

Geometry (Å):
N  -1.556  4.445  -2.352
C  -1.057  5.436  -1.596
C  -1.878  6.524  -1.631
C  -2.929  6.169  -2.440
C  -2.691  4.886  -2.937
H  -1.087  3.569  -2.533
H  -0.196  5.158  -1.006
H  -1.855  7.432  -1.046
H  -3.772  6.692  -2.867
H  -3.198  4.285  -3.678
N  4.567  -2.125  -0.938
C  5.622  -1.239  -0.791
C  5.046  -0.043  -0.636
C  3.778  -0.188  -0.407
C  3.420  -1.446  -0.776
H  4.584  -3.090  -1.234
H  6.628  -1.627  -0.837
H  5.581  0.887  -0.760
H  3.106  0.657  -0.392
H  2.451  -1.859  -1.016
N  -1.374  0.559  0.827
C  -0.306  -0.140  0.216
C  -0.407  0.177  -1.166
C  -1.507  0.983  -1.368
C  -2.073  1.270  -0.159
H  -1.560  0.631  1.817
H  0.357  -0.834  0.711
H  0.327  -0.126  -1.899
H  -1.734  1.585  -2.236
H  -2.845  1.989  0.069
C  -6.329  3.700  -1.517
Cl  -6.308  5.475  -1.862
Cl  -5.361  3.432  -0.006
Cl  -8.012  3.170  -1.303
Cl  -5.519  2.815  -2.840
C  2.605  -0.945  -4.952
Cl  2.860  -2.434  -4.020
Cl  2.379  0.524  -3.900
Cl  3.844  -0.619  -6.215
Cl  1.056  -1.189  -5.736
C  2.064  -2.056  2.588
C  3.378  -2.821  2.698
O  3.021  -4.098  3.125
H  1.530  -2.092  3.538
H  1.441  -2.548  1.841
H  2.059  -1.068  2.130
H  4.115  -2.475  3.423
H  3.901  -2.981  1.755
H  3.768  -4.430  3.629
C  -0.140  -5.135  -0.540
C  -0.273  -3.684  -0.458
O  0.586  -3.127  -1.495
H  -0.584  -5.767  0.229
H  0.882  -5.504  -0.625
H  -0.586  -5.426  -1.491
H  0.037  -3.282  0.506
H  -1.311  -3.367  -0.559
H  0.367  -2.193  -1.525
C  -2.027  -0.191  5.987
C  -2.335  0.163  4.547
O  -2.436  -1.102  3.864
H  -2.720  -0.901  6.439
H  -1.819  0.580  6.729
H  -1.157  -0.845  6.048
H  -1.414  0.662  4.245
H  -3.194  0.832  4.490
H  -1.808  -1.688  4.292


(4)
Here is the ion C20H33ClNO2Si2 with charge +1 from the Open Molecules 2025 dataset. Energies are from ωB97M-V/def2-TZVPD.

## Properties
electronic energy = -2025.931720 hartree
net charge = +1
SMILES = CC(C[C@@]1(c2ccc(Cl)cc2)C=CCC1)=[N+](O[Si](C)(C)C)O[Si](C)(C)C

Geometry (Å):
C  0.839  -1.508  -2.190
C  0.399  -0.907  -0.947
C  -0.270  -1.591  0.172
C  -1.191  -2.080  1.231
C  -0.934  -1.351  2.601
C  -1.518  -0.121  2.849
C  -1.136  0.664  3.941
C  -0.159  0.156  4.829
Cl  0.429  1.158  6.103
C  0.381  -1.136  4.659
C  -0.026  -1.883  3.534
C  -2.642  -2.039  0.806
C  -3.141  -3.288  0.563
C  -2.027  -4.330  0.666
C  -0.975  -3.601  1.504
N  1.003  0.375  -0.732
O  1.455  0.866  -1.935
Si  2.895  1.761  -1.529
C  2.282  3.361  -0.815
C  3.747  2.052  -3.144
C  3.812  0.691  -0.320
O  -0.130  1.216  -0.326
Si  -1.276  1.809  -1.456
C  -2.083  3.032  -0.343
C  -0.512  2.603  -2.969
C  -2.333  0.349  -1.963
H  0.654  -2.588  -2.160
H  0.222  -1.141  -3.043
H  1.937  -1.378  -2.333
H  -0.023  -2.703  -0.162
H  0.382  -0.921  1.024
H  -2.303  0.250  2.187
H  -1.613  1.641  4.149
H  1.064  -1.550  5.407
H  0.378  -2.871  3.427
H  -3.065  -1.057  0.655
H  -4.170  -3.588  0.288
H  -1.671  -4.719  -0.318
H  -2.342  -5.201  1.248
H  0.017  -4.001  1.290
H  -1.165  -3.816  2.561
H  3.187  3.822  -0.390
H  1.878  4.042  -1.575
H  1.543  3.229  -0.011
H  4.678  2.579  -2.877
H  4.006  1.125  -3.674
H  3.163  2.699  -3.816
H  4.432  1.351  0.305
H  3.105  0.142  0.323
H  4.469  -0.027  -0.827
H  -2.969  3.459  -0.820
H  -2.386  2.566  0.600
H  -1.401  3.854  -0.101
H  -1.338  3.123  -3.485
H  0.259  3.351  -2.741
H  -0.100  1.866  -3.674
H  -3.294  0.765  -2.300
H  -1.897  -0.208  -2.805
H  -2.525  -0.354  -1.140


(5)
Here is a structure of composition C20H33F6N2ORhSi2 from the Open Molecules 2025 dataset. Energies are from ωB97M-V/def2-TZVPD.

## Properties
electronic energy = -2255.503963 hartree

Geometry (Å):
Rh  -0.769  -0.803  -0.361
C  0.160  -1.610  2.831
Si  -1.187  -0.682  1.874
C  -2.829  -1.439  2.375
C  -1.202  1.119  2.449
C  -1.234  1.519  3.785
C  -1.250  2.864  4.122
C  -1.249  3.829  3.118
C  -1.231  3.439  1.788
C  -1.201  2.089  1.439
Si  -1.189  1.433  -0.331
C  -2.832  1.908  -1.102
C  0.150  2.351  -1.317
H  0.042  -1.412  3.901
H  1.161  -1.298  2.536
H  0.091  -2.690  2.688
H  -2.969  -1.241  3.444
H  -2.884  -2.513  2.213
H  -3.639  -0.965  1.820
H  -1.244  0.778  4.579
H  -1.267  3.165  5.162
H  -1.267  4.880  3.376
H  -1.241  4.203  1.016
H  -2.953  2.990  -0.972
H  -3.643  1.398  -0.582
H  -2.906  1.677  -2.162
H  0.144  3.409  -1.031
H  -0.041  2.300  -2.390
H  1.151  1.957  -1.141
C  3.600  -1.183  -2.656
C  3.891  -1.498  -1.191
N  3.617  -0.399  -0.271
C  4.736  0.464  0.103
C  4.967  1.629  -0.854
C  2.342  -0.106  0.096
C  2.136  1.018  1.063
N  1.319  -0.777  -0.336
H  3.786  -2.064  -3.271
H  4.240  -0.378  -3.015
H  2.565  -0.876  -2.809
H  4.942  -1.758  -1.069
H  3.332  -2.380  -0.865
H  5.625  -0.168  0.137
H  4.586  0.828  1.117
H  5.321  1.282  -1.824
H  5.717  2.307  -0.446
H  4.048  2.194  -1.015
H  2.626  0.791  2.011
H  1.077  1.155  1.245
H  2.551  1.954  0.690
H  1.607  -1.510  -0.977
C  -4.417  -2.284  -1.985
C  -2.921  -2.070  -1.742
O  -2.728  -1.150  -0.751
C  -2.276  -1.567  -3.057
F  -2.802  -0.395  -3.423
F  -0.936  -1.353  -2.911
F  -2.415  -2.405  -4.095
C  -2.283  -3.424  -1.345
F  -2.847  -3.905  -0.235
F  -2.387  -4.375  -2.286
F  -0.954  -3.294  -1.074
H  -4.856  -1.327  -2.255
H  -4.867  -2.621  -1.055
H  -4.614  -3.012  -2.773


(6)
Here is an isolated molecule of C20H33N5O2 from the Open Molecules 2025 dataset. Energies are from ωB97M-V/def2-TZVPD.

## Properties
energy relative to the best compared isomer or geometry (same formula, charge and spin) = 0.016 eV
electronic energy = -1206.246163 hartree
SMILES = CCCCCCn1c(CN2CCC[C@H](C)C2)nc2c1c(=O)n(C)c(=O)n2C

Geometry (Å):
C  -2.456  -4.771  1.037
C  -1.349  -3.770  1.339
C  -0.620  -3.341  0.068
C  0.459  -2.300  0.358
C  1.201  -1.823  -0.890
C  0.347  -0.944  -1.812
N  -0.113  0.251  -1.149
C  0.595  1.343  -0.784
C  2.031  1.566  -1.105
N  2.908  0.741  -0.286
C  2.812  1.088  1.123
C  3.602  0.087  1.957
C  5.061  0.077  1.518
C  5.143  -0.209  0.019
C  6.584  -0.174  -0.479
C  4.287  0.810  -0.735
N  -0.139  2.234  -0.134
C  -1.373  1.694  -0.069
C  -1.398  0.456  -0.694
C  -2.603  -0.300  -0.833
O  -2.747  -1.353  -1.431
N  -3.672  0.329  -0.190
C  -4.961  -0.344  -0.221
C  -3.671  1.552  0.468
O  -4.680  1.989  0.977
N  -2.478  2.239  0.507
C  -2.402  3.534  1.145
H  -2.981  -5.053  1.947
H  -3.173  -4.339  0.343
H  -2.043  -5.671  0.585
H  -1.783  -2.888  1.818
H  -0.636  -4.210  2.042
H  -1.354  -2.935  -0.628
H  -0.162  -4.216  -0.399
H  0.011  -1.442  0.865
H  1.189  -2.734  1.048
H  2.073  -1.240  -0.587
H  1.537  -2.686  -1.467
H  0.942  -0.654  -2.683
H  -0.540  -1.482  -2.148
H  2.231  2.642  -0.969
H  2.209  1.305  -2.154
H  1.759  1.069  1.409
H  3.194  2.108  1.304
H  3.172  -0.907  1.818
H  3.521  0.351  3.013
H  5.620  -0.677  2.075
H  5.513  1.051  1.725
H  4.725  -1.204  -0.167
H  7.019  0.810  -0.316
H  6.630  -0.397  -1.542
H  7.187  -0.906  0.053
H  4.312  0.584  -1.805
H  4.708  1.821  -0.591
H  -4.834  -1.270  -0.776
H  -5.294  -0.549  0.796
H  -5.699  0.293  -0.707
H  -3.382  3.758  1.561
H  -2.120  4.290  0.412
H  -1.650  3.510  1.933


(7)
Here is an isolated molecule of C20H33NO2 from the Open Molecules 2025 dataset. Energies are from ωB97M-V/def2-TZVPD.

## Properties
energy relative to the best compared isomer or geometry (same formula, charge and spin) = 0.433 eV
electronic energy = -987.144711 hartree
SMILES = CCCCCCCCCCCCCCOC(=O)c1cccnc1

Geometry (Å):
C  -6.454  -1.550  -1.458
C  -5.646  -0.429  -0.815
C  -4.283  -0.917  -0.327
C  -3.469  0.200  0.321
C  -2.105  -0.297  0.793
C  -1.275  0.775  1.502
C  -0.733  1.826  0.536
C  0.093  2.920  1.216
C  1.331  2.434  1.973
C  2.359  1.689  1.121
C  3.094  2.594  0.131
C  4.172  1.845  -0.669
C  3.779  1.523  -2.113
C  2.543  0.643  -2.231
O  2.758  -0.574  -1.518
C  1.671  -1.225  -1.105
O  0.541  -0.876  -1.354
C  2.001  -2.416  -0.284
C  0.970  -3.124  0.331
C  1.289  -4.228  1.101
C  2.627  -4.577  1.224
N  3.612  -3.912  0.643
C  3.310  -2.859  -0.092
H  -5.921  -1.961  -2.312
H  -7.418  -1.181  -1.800
H  -6.627  -2.353  -0.745
H  -6.204  -0.017  0.029
H  -5.502  0.376  -1.539
H  -4.428  -1.725  0.394
H  -3.722  -1.324  -1.172
H  -4.023  0.604  1.173
H  -3.339  1.006  -0.403
H  -2.260  -1.133  1.480
H  -1.539  -0.665  -0.065
H  -0.437  0.282  1.999
H  -1.881  1.261  2.272
H  -0.142  1.321  -0.228
H  -1.569  2.311  0.028
H  -0.549  3.447  1.928
H  0.397  3.647  0.459
H  1.816  3.302  2.429
H  1.014  1.780  2.787
H  1.869  0.870  0.596
H  3.099  1.243  1.791
H  3.561  3.403  0.697
H  2.381  3.052  -0.556
H  5.082  2.446  -0.707
H  4.419  0.913  -0.158
H  4.616  1.016  -2.597
H  3.581  2.448  -2.659
H  1.657  1.140  -1.822
H  2.340  0.402  -3.281
H  -0.050  -2.796  0.198
H  0.522  -4.803  1.595
H  2.931  -5.431  1.815
H  4.141  -2.343  -0.551


(8)
Here is a structure of composition C20H34As2FGeMnN from the Open Molecules 2025 dataset. Energies are from ωB97M-V/def2-TZVPD.

## Properties
energy relative to the best compared isomer or geometry (same formula, charge and spin) = 0.000 eV
2S+1 = 2
electronic energy = -8635.981525 hartree
net charge = +2

Geometry (Å):
Mn  0.209  -0.209  0.330
C  -0.330  -0.117  -3.453
As  -1.192  0.006  -1.726
C  -2.304  1.583  -1.836
C  -2.434  -1.461  -1.593
C  -2.995  -2.044  -2.723
C  -3.960  -3.030  -2.578
C  -4.371  -3.423  -1.312
C  -3.808  -2.846  -0.183
C  -2.832  -1.866  -0.316
As  -1.953  -1.082  1.221
C  -3.316  -0.002  2.081
C  -1.676  -2.577  2.415
H  -1.095  -0.131  -4.227
H  0.267  -1.024  -3.506
H  0.306  0.752  -3.607
H  -2.960  1.491  -2.700
H  -1.683  2.472  -1.940
H  -2.912  1.660  -0.937
H  -2.691  -1.744  -3.718
H  -4.394  -3.490  -3.456
H  -5.128  -4.188  -1.204
H  -4.130  -3.176  0.796
H  -4.254  -0.553  2.079
H  -3.457  0.939  1.553
H  -3.022  0.198  3.110
H  -2.629  -3.040  2.662
H  -1.199  -2.226  3.326
H  -1.024  -3.296  1.925
F  0.969  -1.297  1.501
C  5.849  0.447  -2.542
C  4.515  0.323  -1.882
C  3.490  1.242  -2.102
C  2.279  1.087  -1.465
N  2.018  0.086  -0.608
C  3.000  -0.811  -0.398
C  4.233  -0.724  -1.006
H  5.864  1.253  -3.272
H  6.115  -0.485  -3.041
H  6.619  0.644  -1.794
H  3.631  2.078  -2.774
H  1.486  1.801  -1.641
H  2.771  -1.614  0.287
H  4.976  -1.480  -0.791
C  2.766  1.280  2.452
Ge  0.872  1.681  2.574
C  -0.099  0.649  3.898
C  0.490  3.600  2.642
C  -0.115  1.560  0.636
H  3.227  1.617  3.383
H  3.244  1.811  1.630
H  2.936  0.211  2.359
H  0.379  0.828  4.863
H  -0.030  -0.417  3.692
H  -1.138  0.963  3.982
H  0.853  3.955  3.610
H  -0.575  3.814  2.583
H  1.020  4.144  1.862
H  0.458  2.284  0.056
H  -1.135  1.894  0.821


The lowest electronic energy belongs to which entry?
C20H34As2FGeMnN